{"formula": "C4H2N4", "method": "wB97M-V/def2-TZVPD", "symbols": ["C", "C", "N", "H", "C", "H", "N", "N", "C", "N"], "positions_angstrom": [[-0.6522, 0.1424, 0.0955], [-2.1033, 0.2792, -0.1664], [1.4364, 1.0445, -0.0004], [-0.2112, 2.4107, 0.1682], [0.2779, 1.2740, -0.0028], [1.5551, -2.3853, -0.0303], [-3.2946, -0.2519, -0.0311], [-0.1714, -1.0913, 0.1794], [1.1689, -1.2218, -0.1297], [1.9945, -0.2004, -0.0823]], "forces_ev_per_angstrom": [[0.6, 0.0, -1.4], [-9.8, -5.9, 2.7], [9.5, -0.9, 0.1], [1.6, -3.0, -0.8], [-10.9, 2.5, 1.2], [-0.7, 3.4, -0.7], [10.5, 5.3, -1.6], [-0.5, 0.8, -1.6], [0.0, -1.6, 3.2], [-0.3, -0.6, -1.1]], "de_lowest_ev": 4.360, "lumo_ev": -1.694, "max_force_ev_per_a": 11.87, "smiles": "N#Cc1cnncn1"}